# 1
12
Properties=species:S:1:pos:R:3 method="wB97M-V/def2-TZVPD" homo_lumo_gap_ev=10.486 homo_energy_ev=-9.773 smiles="C=C=C(C)C=O" e_lumo_ev=0.713
C 0.243 -0.642 1.611
C -0.118 -0.003 0.296
C 0.275 -0.333 -0.912
C 0.577 -0.428 -2.177
C -0.928 1.252 0.270
O -0.985 2.039 1.185
H 1.105 -1.307 1.518
H -0.601 -1.227 1.995
H 0.463 0.136 2.349
H 0.004 -1.054 -2.855
H 1.413 0.136 -2.585
H -1.448 1.431 -0.693

***

# 2
12
Properties=species:S:1:pos:R:3 method="wB97M-V/def2-TZVPD" homo_lumo_gap_ev=6.400 homo_energy_ev=-6.692 e_lumo_ev=-0.293
O -1.502 0.397 0.306
C -0.255 0.610 0.892
C 0.777 -0.503 0.587
C 0.144 -0.739 -1.963
O 0.309 0.466 -2.108
O 0.491 -1.347 -0.832
Li -1.462 -1.472 -0.005
Li -1.153 1.401 -1.163
H -0.332 0.732 1.992
H 0.183 1.589 0.561
H 1.076 -1.095 1.464
H 1.723 -0.039 0.270

***

# 3
27
Properties=species:S:1:pos:R:3 method="wB97M-V/def2-TZVPD" homo_lumo_gap_ev=7.866 homo_energy_ev=-8.252 e_lumo_ev=-0.386
C 2.396 -2.874 -1.936
C 2.108 -3.571 -0.998
C 1.262 -3.244 0.224
N 0.997 -1.901 0.266
C 2.064 -0.882 0.341
N 1.800 0.252 0.559
C 0.558 0.588 0.474
C -0.628 -0.299 -0.022
C -0.381 -1.750 -0.029
O -1.150 -2.545 -0.101
O -1.974 0.185 -0.060
C -1.627 1.530 -0.080
C -2.361 2.781 -0.172
C -2.143 3.945 0.105
C -0.689 4.256 0.175
C 0.286 3.173 0.525
C -0.083 2.017 0.333
H 1.335 3.419 0.665
H -0.536 5.331 0.346
H -2.784 4.727 0.106
H -3.533 2.421 -0.343
H 2.896 -1.497 0.773
H 0.396 -4.015 0.341
H 2.008 -3.674 1.281
H 2.337 -4.791 -1.273
H 2.900 -3.187 -2.893
H 2.261 -1.795 -2.039

***

# 4
45
Properties=species:S:1:pos:R:3 method="wB97M-V/def2-TZVPD" total_charge=+1 homo_lumo_gap_ev=6.295 homo_energy_ev=-11.787 e_lumo_ev=-5.491
W 1.125 -0.277 -1.770
C -1.334 5.202 2.836
C -0.486 4.044 2.406
C 0.353 4.137 1.298
C 1.093 3.049 0.867
C 0.977 1.852 1.558
C 0.193 1.744 2.701
C -0.529 2.843 3.119
S 1.739 0.391 0.958
O 2.527 0.666 -0.267
O 2.353 -0.339 2.012
N 0.562 -0.528 0.206
C -0.037 -1.685 0.685
C -0.311 -2.028 1.986
C -1.043 -3.196 2.266
C -1.504 -4.008 1.268
C -1.190 -3.716 -0.077
C -1.599 -4.500 -1.176
C -1.188 -4.165 -2.440
C -0.372 -3.047 -2.627
N -0.016 -2.255 -1.628
C -0.422 -2.568 -0.356
H -1.101 6.102 2.272
H -1.197 5.407 3.898
H -2.390 4.969 2.684
H 0.420 5.068 0.751
H 1.749 3.121 0.012
H 0.168 0.814 3.254
H -1.142 2.772 4.009
H 0.036 -1.401 2.795
H -1.261 -3.442 3.296
H -2.104 -4.880 1.491
H -2.227 -5.367 -1.012
H -1.487 -4.746 -3.299
H -0.002 -2.783 -3.609
O 1.784 0.834 -5.505
S 1.362 0.551 -4.204
O 2.123 1.091 -3.054
O 1.240 -0.900 -3.801
O -0.095 1.038 -3.932
O 2.945 -1.108 -2.053
N 2.398 -1.747 -1.202
F -1.831 1.106 -2.540
B -0.736 0.433 -2.789
F 0.459 1.453 -1.286

***

# 5
23
Properties=species:S:1:pos:R:3 method="wB97M-V/def2-TZVPD" homo_lumo_gap_ev=10.075 homo_energy_ev=-9.062 smiles=Cc1ccccc1.CC e_lumo_ev=1.014
C -2.363 2.735 -0.292
C -0.835 -1.073 0.809
C -1.968 -0.611 1.456
C -0.298 -0.446 -0.307
C -2.509 0.610 1.063
C -0.822 0.820 -0.641
C -1.837 1.379 0.123
H -0.373 -2.011 1.109
H -2.398 -1.272 2.197
H 0.662 -0.793 -0.652
H -3.313 1.021 1.664
H -0.300 1.284 -1.468
H -2.174 3.560 0.391
H -3.406 2.581 -0.594
H -1.938 3.047 -1.248
C 2.896 -1.145 0.289
C 3.046 -1.518 -1.198
H 3.904 -1.143 0.692
H 2.473 -0.153 0.451
H 2.239 -1.770 0.894
H 3.984 -2.074 -1.247
H 3.023 -0.761 -1.977
H 2.310 -2.267 -1.513

***

# 6
107
Properties=species:S:1:pos:R:3 method="wB97M-V/def2-TZVPD" spin_multiplicity=2 homo_lumo_gap_ev="7.361 / 7.894" homo_energy_ev="-8.773 / -9.062" s_squared=0.756 e_lumo_ev="-1.412 / -1.168"
Ru 0.653 -0.321 0.044
N -2.353 -0.438 -0.316
P -1.423 0.954 -0.502
C -2.587 2.234 0.001
C -2.494 3.509 -0.558
C -3.366 4.505 -0.149
C -4.320 4.236 0.824
C -4.399 2.973 1.399
C -3.524 1.974 1.001
C -1.265 1.217 -2.299
C -0.024 1.292 -2.921
C 0.051 1.376 -4.306
C -1.106 1.385 -5.067
C -2.351 1.333 -4.448
C -2.431 1.255 -3.070
P -1.237 -1.755 -0.416
C -1.567 -2.285 -2.115
C -2.791 -2.892 -2.399
C -3.136 -3.168 -3.713
C -2.266 -2.832 -4.743
C -1.053 -2.224 -4.458
C -0.703 -1.941 -3.147
C -2.103 -2.955 0.634
C -1.856 -4.319 0.473
C -2.603 -5.239 1.191
C -3.576 -4.811 2.084
C -3.784 -3.455 2.288
C -3.049 -2.526 1.564
H -3.264 -0.485 -0.765
H -1.758 3.718 -1.324
H -3.288 5.491 -0.590
H -5.000 5.015 1.143
H -5.135 2.769 2.166
H -3.573 0.990 1.451
H 0.881 1.286 -2.330
H 1.021 1.422 -4.786
H -1.043 1.436 -6.147
H -3.257 1.353 -5.041
H -3.403 1.223 -2.587
H -3.476 -3.150 -1.599
H -4.083 -3.645 -3.930
H -2.538 -3.046 -5.769
H -0.370 -1.968 -5.258
H 0.245 -1.473 -2.925
H -1.080 -4.653 -0.203
H -2.423 -6.297 1.051
H -4.172 -5.535 2.625
H -4.520 -3.116 3.006
H -3.224 -1.467 1.703
O 1.999 -0.863 -1.685
S 3.190 -0.942 -0.799
O 4.197 0.014 -1.131
O 2.685 -0.905 0.612
C 3.911 -2.565 -0.869
C 5.295 -2.590 -0.772
C 5.958 -3.795 -0.599
C 5.235 -4.970 -0.508
C 3.851 -4.953 -0.602
C 3.172 -3.754 -0.769
S 1.417 -3.947 -1.099
O 1.305 -3.726 -2.514
O 1.069 -5.269 -0.631
O 0.669 -2.922 -0.272
H 5.826 -1.649 -0.831
H 7.038 -3.812 -0.533
H 5.750 -5.912 -0.368
H 3.272 -5.864 -0.549
C 0.309 -1.880 2.650
N 0.488 -0.444 2.276
C -0.724 0.310 2.700
N -0.965 0.178 4.126
C -1.116 -1.250 4.442
N 0.075 -2.022 4.079
C 1.225 -1.469 4.802
N 1.423 -0.055 4.482
C 1.659 0.083 3.051
C 0.214 0.685 4.842
H 1.209 -2.421 2.363
H -0.531 -2.292 2.112
H -1.583 -0.077 2.154
H -0.581 1.363 2.450
H -1.973 -1.649 3.898
H -1.293 -1.354 5.513
H 2.121 -2.025 4.522
H 1.056 -1.578 5.874
H 2.543 -0.473 2.760
H 1.817 1.125 2.795
H 0.355 1.738 4.594
H 0.039 0.590 5.915
O 2.897 2.028 1.300
C 2.119 2.456 0.471
O 1.123 1.838 -0.085
C 2.254 3.901 0.024
C 1.185 4.571 -0.550
C 1.317 5.913 -0.859
C 2.488 6.606 -0.638
C 3.545 5.905 -0.096
C 3.448 4.571 0.251
N 4.818 6.620 0.133
O 4.867 7.790 -0.188
O 5.729 5.994 0.627
N 0.164 6.635 -1.427
O 0.207 7.845 -1.441
O -0.765 5.971 -1.846
H 0.262 4.049 -0.740
H 2.576 7.654 -0.876
H 4.282 4.045 0.694

***

# 7
120
Properties=species:S:1:pos:R:3 method="wB97M-V/def2-TZVPD" spin_multiplicity=2 total_charge=+1 homo_lumo_gap_ev="8.040 / 2.190" homo_energy_ev="-11.735 / -11.735" s_squared=0.757 e_lumo_ev="-3.695 / -9.545"
H -3.963 -2.190 -0.241
H -5.450 -2.215 -0.645
O -4.848 -2.310 0.104
H 4.069 3.651 -1.360
H 4.402 4.745 -0.351
O 4.090 3.835 -0.426
H 0.839 -3.531 -0.525
H 2.109 -3.069 0.170
O 1.817 -3.564 -0.591
H -1.655 -3.525 4.215
H -3.143 -3.693 3.677
O -2.530 -3.142 4.176
H 1.119 3.118 -2.048
H 0.389 1.673 -2.123
O 0.591 2.494 -2.574
H -3.185 3.601 2.717
O -2.308 3.591 3.133
H 2.369 0.297 1.627
O 1.516 0.119 2.052
H -2.606 4.963 -0.559
H -1.877 5.962 -1.141
O -2.783 5.887 -0.804
H -4.870 1.246 -4.193
H -4.592 0.368 -2.925
O -5.234 0.923 -3.367
H 3.950 -0.479 3.221
H 2.691 -0.824 2.942
O 3.318 -1.096 3.633
H 0.175 2.339 2.342
H 1.044 3.247 1.602
O 0.747 3.099 2.521
H -1.625 1.468 -1.098
O -1.247 1.933 -0.338
H -3.346 1.054 1.651
H -4.803 1.379 1.014
O -3.872 1.585 1.051
H 2.152 3.120 -3.718
H 3.623 3.603 -3.989
O 3.077 2.941 -3.557
H -2.055 -0.575 -1.226
H -3.623 -0.195 -1.009
O -2.799 -0.029 -1.477
H -0.922 4.051 -3.408
H -0.251 5.373 -3.654
O -1.051 5.001 -3.281
H 0.537 1.342 5.628
H 1.771 1.030 6.443
O 1.499 1.507 5.649
H -0.956 -2.813 -4.163
H -0.049 -2.292 -3.239
O -0.914 -2.743 -3.196
H 0.860 -5.693 3.090
O 1.580 -5.320 2.528
H -0.097 3.679 -0.094
H 0.423 5.123 0.458
O 0.427 4.465 -0.266
H 1.776 -0.484 -5.978
O 1.039 -1.067 -5.835
H -1.777 -5.253 1.133
H -1.663 -3.737 1.333
O -1.166 -4.608 1.483
H -3.506 -1.856 -2.152
H -4.256 -3.241 -2.540
O -4.062 -2.331 -2.772
H -0.210 -2.649 5.130
H 1.000 -2.562 6.117
O 0.172 -2.141 5.865
H 3.959 1.677 1.396
H 4.107 0.468 0.257
O 3.811 0.783 1.095
H -0.645 5.324 2.295
H 0.680 5.505 2.817
O 0.171 5.775 2.040
H 2.104 -1.876 -4.005
H 2.148 -3.208 -3.328
O 2.036 -2.813 -4.210
H -3.079 -0.032 3.245
H -1.536 -0.198 3.858
O -2.140 -0.014 3.139
H -1.922 -1.869 2.066
H -0.936 -1.952 0.892
O -1.864 -2.067 1.116
H 0.309 -0.959 0.650
H 0.499 0.150 -0.321
O -0.073 -0.609 -0.150
H 4.039 2.677 3.140
H 3.480 2.280 4.618
O 4.139 2.181 3.937
H -1.593 0.486 6.308
O -0.994 0.466 5.571
H 1.798 -2.512 3.257
H 2.510 -3.883 3.339
O 1.743 -3.386 3.704
H 0.888 -5.081 1.833
H -2.545 4.040 3.958
H 0.866 -1.559 -6.620
H 1.376 0.517 2.918
H -1.782 1.538 0.361
H -0.576 -0.412 5.567
O -1.382 -3.722 -0.944
H -1.519 -4.063 -1.836
H -1.558 -2.780 -1.030
O 4.475 -4.779 0.423
H 3.816 -5.428 0.659
H 4.558 -4.710 -0.530
O 3.905 -1.259 -1.043
H 3.275 -1.649 -0.438
H 3.765 -0.317 -1.062
O -3.541 -0.625 -5.154
H -3.599 -1.402 -4.573
H -3.194 -1.051 -5.951
O -0.318 0.890 -6.382
H -1.013 0.357 -5.963
H 0.063 1.012 -5.505
O 0.128 -0.114 -3.658
H 0.649 -0.421 -4.433
H 0.736 0.597 -3.412
O 2.715 0.220 -2.901
H 2.779 1.184 -3.029
H 3.158 -0.266 -3.597

***

# 8
60
Properties=species:S:1:pos:R:3 method="wB97M-V/def2-TZVPD" total_charge=-1 homo_lumo_gap_ev=5.249 homo_energy_ev=-3.910 e_lumo_ev=1.339
C 4.338 6.296 1.525
N 4.849 5.079 0.936
C 5.789 5.266 -0.149
C 4.296 3.830 1.223
C 3.294 3.281 0.390
C 2.844 1.992 0.599
C 3.433 1.172 1.615
C 3.201 -0.224 1.730
C 2.900 -1.082 0.646
C 2.464 -2.419 0.906
C 2.471 -3.402 -0.050
C 1.995 -4.762 0.248
C 0.972 -4.973 1.205
C 0.524 -6.261 1.502
C 1.054 -7.371 0.829
C 2.067 -7.178 -0.117
C 2.540 -5.895 -0.382
C 3.058 -3.082 -1.384
O 3.470 -3.971 -2.150
C 3.180 -1.644 -1.735
C 3.458 -1.203 -3.110
C 3.084 0.103 -3.522
C 3.378 0.564 -4.805
C 4.000 -0.282 -5.734
C 4.378 -1.573 -5.342
C 4.129 -2.013 -4.043
C 3.130 -0.721 -0.720
C 4.320 1.797 2.540
C 4.751 3.089 2.344
H 3.609 6.052 2.305
H 5.163 6.872 1.966
H 3.853 6.925 0.762
H 6.119 4.290 -0.524
H 5.332 5.836 -0.972
H 6.661 5.825 0.218
H 2.907 3.890 -0.431
H 2.053 1.589 -0.037
H 3.489 -0.709 2.661
H 2.155 -2.651 1.927
H 0.518 -4.108 1.695
H -0.247 -6.400 2.261
H 0.684 -8.375 1.042
H 2.498 -8.021 -0.655
H 3.334 -5.755 -1.109
H 2.544 0.749 -2.826
H 3.108 1.585 -5.079
H 4.189 0.066 -6.750
H 4.867 -2.245 -6.046
H 4.441 -3.008 -3.738
H 3.382 0.311 -0.958
H 4.697 1.205 3.375
H 5.494 3.551 2.998
N 1.529 -1.544 6.088
C 0.740 -0.478 5.745
C 1.143 -0.034 4.450
N 2.169 -0.824 4.027
C 2.385 -1.735 5.039
H -0.044 -0.055 6.362
H 0.721 0.784 3.879
H 3.142 -2.510 5.004

***

# 9
13
Properties=species:S:1:pos:R:3 method="wB97M-V/def2-TZVPD" homo_lumo_gap_ev=10.541 homo_energy_ev=-9.411 smiles="C=C=CCC" e_lumo_ev=1.131
C 1.292 0.598 0.370
C -0.643 -1.076 -1.827
C -0.960 -0.703 -0.616
C -1.101 -0.215 0.587
C -0.006 0.652 1.178
H 1.230 1.190 -0.548
H 2.144 0.952 0.956
H -0.892 -0.445 -2.677
H -0.078 -1.985 -2.017
H 1.491 -0.434 0.066
H -1.990 -0.407 1.187
H -0.380 1.684 1.244
H 0.187 0.326 2.206

***

# 10
15
Properties=species:S:1:pos:R:3 method="wB97M-V/def2-TZVPD" homo_lumo_gap_ev="8.017 / 8.348" homo_energy_ev="-7.962 / -7.633" e_lumo_ev="0.055 / 0.715"
C -0.983 -0.921 -0.937
C 1.339 -1.132 0.108
C -0.158 0.902 0.564
C 0.088 -0.345 -0.061
N -0.880 1.930 0.073
N 0.020 0.680 1.911
O 1.195 1.286 1.664
H -0.788 2.171 -0.902
H -1.083 2.683 0.714
H -0.677 -0.890 -1.991
H -1.155 -1.973 -0.691
H 1.973 -1.031 -0.783
H 1.115 -2.196 0.224
H 1.924 -0.772 0.954
H -1.931 -0.392 -0.848

***

# 11
18
Properties=species:S:1:pos:R:3 method="wB97M-V/def2-TZVPD" homo_lumo_gap_ev=9.288 homo_energy_ev=-8.539 smiles="C=N/C=C/CCC" e_lumo_ev=0.749
C -0.694 0.852 2.202
C -1.318 -0.471 1.673
C -1.181 -0.631 0.166
C 0.256 -0.552 -0.289
C 0.733 0.004 -1.404
N 2.073 -0.113 -1.784
C 2.356 0.170 -2.992
H -0.143 0.597 3.113
H -1.508 1.427 2.639
H -0.003 1.389 1.562
H -2.371 -0.400 1.945
H -0.908 -1.332 2.196
H -1.752 0.187 -0.289
H -1.534 -1.585 -0.221
H 0.944 -0.557 0.559
H 0.066 0.512 -2.107
H 1.598 0.060 -3.770
H 3.386 0.443 -3.198

***

Copy entry 5 word for word.
23
Properties=species:S:1:pos:R:3 method="wB97M-V/def2-TZVPD" homo_lumo_gap_ev=10.075 homo_energy_ev=-9.062 smiles=Cc1ccccc1.CC e_lumo_ev=1.014
C -2.363 2.735 -0.292
C -0.835 -1.073 0.809
C -1.968 -0.611 1.456
C -0.298 -0.446 -0.307
C -2.509 0.610 1.063
C -0.822 0.820 -0.641
C -1.837 1.379 0.123
H -0.373 -2.011 1.109
H -2.398 -1.272 2.197
H 0.662 -0.793 -0.652
H -3.313 1.021 1.664
H -0.300 1.284 -1.468
H -2.174 3.560 0.391
H -3.406 2.581 -0.594
H -1.938 3.047 -1.248
C 2.896 -1.145 0.289
C 3.046 -1.518 -1.198
H 3.904 -1.143 0.692
H 2.473 -0.153 0.451
H 2.239 -1.770 0.894
H 3.984 -2.074 -1.247
H 3.023 -0.761 -1.977
H 2.310 -2.267 -1.513